# 1
Below is a molecular structure, C43H55InNO5PS6Si, with properties calculated with ωB97M-V with the def2-TZVPD basis set.

Computed properties:
LUMO = -0.1 eV
HOMO = -7.2 eV
frontier orbital gap = 7.109 eV

Last column: Mulliken charge in e.
Atoms and positions in Å:
1 N -0.95134 3.24651 -0.10143  0.923
2 H 2.85256 -3.20155 -1.07347  0.558
3 H -5.05991 3.00728 0.08033  0.381
4 H -2.51449 2.94764 1.77768  0.258
5 C 3.16283 -2.03563 4.56389  -0.822
6 C -1.85928 -5.40580 1.41688  -0.864
7 C 0.53270 2.74151 -5.10749  -1.753
8 H 3.41857 0.38616 -0.30052  0.390
9 C 0.59660 5.07010 -0.03367  -1.236
10 C -1.59867 5.39749 -0.89639  -0.687
11 H -2.79570 -0.45047 2.68223  0.135
12 H 1.58648 5.41813 0.22122  0.592
13 H 2.32575 3.70386 -3.20873  0.689
14 H 1.32207 -4.28366 2.03154  0.446
15 H 0.96216 3.05287 0.61245  0.046
16 C -1.94198 -2.77598 0.52035  0.620
17 H 0.35106 2.26781 -6.07215  0.376
18 H 3.68480 -1.39474 5.26082  0.457
19 C -0.52713 2.32905 5.77416  -0.234
20 C 1.91040 -1.67401 4.10237  -1.039
21 O 1.23665 0.65923 -4.15412  0.267
22 C -1.16170 -3.34291 -4.46782  -1.727
23 C 3.33737 -0.96836 -2.65800  -1.714
24 C 1.15822 3.16256 3.78571  0.189
25 C -1.41131 -1.52384 3.92964  0.807
26 H -3.24213 -3.49698 -1.01140  0.523
27 C -1.17540 -3.09685 1.63161  0.472
28 C -3.51605 -0.61729 4.69073  -0.782
29 H -2.14436 -0.77205 -4.70835  0.265
30 H -3.05999 2.45917 -1.36223  -0.323
31 H 2.67680 2.13649 -2.46484  0.161
32 H 2.48075 -0.75938 0.67114  -0.281
33 C 1.64638 2.01420 -4.36487  1.987
34 H -2.36569 6.02265 -1.33369  0.537
35 C 1.82210 -3.65091 2.75111  -0.744
36 H 4.22688 -1.58256 -2.51940  0.634
37 C 0.24372 3.74875 0.18712  -0.232
38 H -1.87539 -2.13140 7.22890  0.440
39 H 3.64914 0.06890 -2.77110  0.240
40 C -2.64301 -3.77643 -0.15729  -0.819
41 C -2.59631 -0.83134 3.67910  0.015
42 C 1.93898 2.70031 -3.03608  -1.298
43 H 2.69142 1.43079 -6.15980  0.359
44 O -3.19699 -1.07020 -0.46311  -0.720
45 H -1.99642 -3.12976 -3.80183  0.312
46 H 3.27383 2.94015 -5.44094  0.407
47 H -0.69976 1.43895 5.17438  -0.229
48 C -0.41175 -2.05671 -4.78404  1.603
49 C -4.05827 3.37089 0.33077  -1.157
50 H -0.12480 6.95252 -0.78398  0.455
51 S -0.35751 1.42466 2.34852  -0.011
52 C -1.16148 -1.98840 5.21572  -0.709
53 S 2.74012 3.78203 4.19862  -0.222
54 H 3.53913 -4.92427 2.85237  0.432
55 C 3.13528 -0.65809 -0.19561  -1.248
56 H 0.80995 3.78152 -5.27788  0.482
57 C 2.90504 1.93915 -5.22000  -1.786
58 O -3.03277 1.21400 0.87038  -0.404
59 H -4.43247 -0.08227 4.48061  0.456
60 H 3.68543 1.38639 -4.69830  0.346
61 H 1.33121 -1.40328 -5.86735  0.106
62 H -0.49924 -4.05269 -3.97292  0.315
63 H -4.18147 4.36725 0.76551  0.488
64 C -3.25746 -1.08085 5.97392  -0.680
65 H 4.73970 -3.48855 4.46241  0.396
66 C 1.10532 2.23954 2.80043  -0.378
67 S -0.21841 3.75664 4.69756  -0.146
68 H 0.44378 -2.72120 -6.65444  0.539
69 H -1.80216 -1.44399 -6.31181  0.560
70 H -3.96968 -0.90672 6.76838  0.403
71 C -1.86583 4.05498 -0.63942  0.528
72 P -0.29115 -1.72923 2.48935  1.957
73 C -0.35273 5.91328 -0.58963  -0.656
74 H 1.44757 -3.05331 -5.23451  0.274
75 H 4.03309 -1.24668 -0.01184  0.517
76 S 2.65377 1.81167 2.11142  0.210
77 C 1.99003 -2.58176 -1.31411  -1.442
78 C -1.17909 -4.41046 2.09786  -0.658
79 H -1.54514 -3.79722 -5.38049  0.424
80 C -2.57887 -5.09019 0.26668  -0.905
81 C 3.75497 -3.20947 4.11553  -0.630
82 H -4.11145 2.32777 2.21738  0.307
83 H 0.30587 2.18228 6.45625  0.281
84 H -0.64675 -4.65042 3.00812  0.618
85 S -1.31126 0.99702 -2.38687  -0.851
86 C 3.08163 -4.01232 3.21087  -0.802
87 S 5.27519 2.98289 2.84747  -0.241
88 C -2.14333 -1.36157 0.06653  0.334
89 Si 0.37733 -0.07952 -2.98446  -1.731
90 In -0.85264 0.51395 0.03054  0.943
91 H -1.83981 -6.42174 1.78655  0.456
92 H -0.81005 -0.12565 -5.67262  0.170
93 C 3.65325 2.87867 3.04773  0.018
94 H 1.26003 -2.67314 -0.51338  0.054
95 C -3.21010 3.45547 -0.93675  -0.424
96 H -3.72953 4.05135 -1.68954  0.585
97 O 0.09638 -1.58360 -3.53489  0.921
98 C -2.08083 -1.76497 6.23218  -0.816
99 C -1.35153 -1.03376 -5.40888  -1.508
100 C 0.77870 -2.32616 -5.69556  -1.564
101 H -1.42546 2.56110 6.34102  0.375
102 C 1.21366 -2.48241 3.19881  0.274
103 H -3.65289 0.90644 0.19379  0.264
104 H -3.10869 -5.86252 -0.27351  0.432
105 C 2.42898 -1.13409 -1.44891  1.698
106 O 1.25701 -0.27933 -1.57877  1.758
107 H -0.25100 -2.53153 5.43133  0.431
108 H -0.38757 2.71508 -4.52379  0.181
109 H 1.02525 2.77690 -2.44534  0.024
110 H 1.46470 -0.74337 4.43490  0.570
111 H 1.52949 -2.93831 -2.23342  0.062
112 H 2.83912 -1.28216 -3.57356  0.160
113 C -3.42299 2.48999 1.38246  -0.423

# 2
Below is a molecular structure, C43H56BBrN7O3P2Sc, with properties calculated with ωB97M-V with the def2-TZVPD basis set.

Computed properties:
LUMO (spin up / spin down) = 2.4 / 2.4 eV
HOMO (spin up / spin down) = -1.9 / -4.4 eV
2S+1 = 2
charge = -1
frontier orbital gap (spin up / spin down) = 4.315 / 6.798 eV

Last column: Mulliken spin population.
Atoms and positions in Å:
1 H -2.62399 -1.65011 -3.33045  0.000
2 N -0.72818 1.41229 -0.61307  -0.001
3 H -0.76008 -5.01088 1.98018  0.003
4 H 0.14849 3.94708 -0.78600  0.000
5 C -2.07335 5.77612 2.88974  0.000
6 C 2.09124 -2.51257 3.20109  0.121
7 H -2.31097 3.33935 -1.66689  0.000
8 H -0.91800 -2.24221 -5.07319  0.000
9 H 2.67302 -6.22932 -0.28179  0.008
10 C 3.49341 -4.25014 4.12859  -0.017
11 H -0.19837 -2.63606 1.35844  -0.002
12 H -1.00069 -3.85415 -4.37456  0.000
13 C -2.69913 1.75414 -6.03441  0.000
14 H 5.42231 -4.46497 3.06374  0.018
15 H 0.68595 -6.85266 1.11712  0.000
16 H -4.31587 1.78735 3.20982  0.000
17 C 4.16121 -2.89220 2.28749  -0.081
18 H -0.06892 2.12545 3.11408  -0.008
19 H 2.70449 -0.30232 -5.37089  0.000
20 C 0.89059 -5.81945 0.86366  0.006
21 H 4.02702 0.31635 1.39600  0.002
22 C 1.69516 -0.42703 -4.96328  0.000
23 C 2.13905 2.10086 -1.82308  0.001
24 H -2.70579 6.51196 2.38505  0.000
25 C -1.06242 2.50480 0.23236  0.000
26 H -4.28495 -2.10750 0.19970  0.001
27 C -2.21180 3.35405 2.18746  0.000
28 H -3.30479 0.87478 -6.26845  0.000
29 N 2.35229 1.44682 -0.67451  -0.002
30 H 5.11994 3.05906 -0.93670  0.000
31 H 3.06584 -3.81055 -0.81630  -0.001
32 C 2.22517 -4.15815 -0.23689  -0.037
33 C -1.72002 4.63347 1.97044  0.001
34 H 3.63171 -1.83890 -3.77322  0.000
35 H -1.94360 0.32205 5.48623  0.000
36 H 1.19903 2.01320 -2.33996  0.000
37 C -3.45932 -1.66386 0.76585  -0.006
38 C 0.95996 2.35837 2.92518  0.008
39 C 0.81067 -1.86737 3.18280  0.085
40 C 0.08072 -4.80706 1.33190  0.088
41 H -3.96646 1.56935 -0.44612  0.000
42 H 2.32331 0.18075 -3.05557  0.001
43 C 1.98270 -5.48195 0.08281  0.068
44 C -1.30949 0.68012 -4.21692  0.000
45 H 3.91043 3.72373 3.03133  0.000
46 H -3.43544 -2.12387 1.75760  0.001
47 H 1.54687 -3.75517 4.87573  0.029
48 C 1.81809 -0.69078 -3.46211  0.002
49 H -1.04898 -0.08714 -4.93816  0.000
50 C -0.53913 3.78572 0.03785  0.000
51 P -2.05991 0.50648 1.71095  0.018
52 H 3.67421 -5.04871 4.84064  0.009
53 N 1.39194 -3.19981 0.18818  -0.004
54 H -1.58334 1.81546 4.61416  0.000
55 C -2.15286 1.69646 -4.62806  0.000
56 C -1.90370 2.28548 1.34060  0.001
57 C 0.35201 -3.49267 1.00101  -0.022
58 O 1.61944 -1.97136 -0.11951  0.044
59 H -0.66395 0.31726 4.28637  -0.004
60 H 1.22002 -1.23772 -5.51478  0.000
61 C 4.47989 -3.94243 3.13899  0.244
62 H -2.61246 5.41998 3.76893  0.000
63 N 2.92527 2.13613 2.08612  0.001
64 H -3.11025 0.25571 -1.23679  -0.001
65 C -1.12114 1.54595 -1.92845  0.001
66 H -1.89969 1.80516 -6.77875  0.000
67 N 3.07863 -2.18064 2.27401  0.119
68 H 5.09764 2.04588 1.41218  0.000
69 H 3.03801 -1.87287 -2.11056  0.000
70 C -2.09277 -2.20410 -2.55340  -0.005
71 Sc 0.93016 -0.01277 0.52387  -0.019
72 B 4.03533 1.49808 1.20418  -0.004
73 H -0.42723 5.80864 0.72125  0.000
74 H -3.13452 3.47255 -3.92768  0.000
75 C -0.60996 -2.33997 -2.91015  0.008
76 C -1.98634 2.58678 -2.37200  0.001
77 H -1.17601 6.29800 3.23201  0.000
78 H -2.52313 -1.93250 0.27109  0.017
79 H -2.82733 3.18715 3.06299  0.000
80 C 2.32799 -3.54677 4.15648  0.115
81 C -0.77556 0.58784 -2.92711  -0.009
82 H -0.18278 -3.09144 -2.23570  -0.003
83 H 0.56691 -3.08726 -4.60768  0.000
84 C -3.59984 -0.13655 0.85307  -0.006
85 H -3.33167 2.63419 -6.16887  0.000
86 H 1.42801 4.13800 4.17481  0.000
87 P 0.28238 -0.77921 -2.39578  0.015
88 C 3.24362 2.87480 -2.16467  0.000
89 Br 5.49049 -2.46892 0.93336  0.005
90 C -0.46746 -2.89867 -4.32647  0.000
91 H 2.24293 -2.84718 -3.35397  0.001
92 N 1.67930 1.60981 2.08992  0.006
93 O -0.03152 -2.07352 4.07912  0.139
94 C 2.73007 -1.88773 -3.15579  0.001
95 C 4.13808 2.65481 -1.12612  0.000
96 H -2.24400 -1.66688 -1.62012  0.008
97 H -4.44538 0.08466 1.50401  0.000
98 O 0.45632 -1.08109 2.14673  0.019
99 H -4.86946 0.16517 3.57916  0.000
100 H -4.83577 0.09315 -0.89968  0.000
101 C -1.64829 0.72630 4.51426  0.008
102 H -2.55400 -3.19114 -2.45797  0.000
103 H 1.14742 0.49381 -5.16423  0.000
104 C -0.86356 4.82746 0.88753  0.000
105 C -3.88922 0.48263 -0.50964  0.002
106 C -2.68035 0.31864 3.45816  0.000
107 C 1.73457 3.37838 3.47401  -0.001
108 C -2.47060 2.65239 -3.66325  0.000
109 N 3.58910 1.80363 -0.26052  0.002
110 H 3.37111 3.49931 -3.03343  0.000
111 C 2.98184 3.18991 2.90125  0.001
112 C -4.07702 0.88764 3.77825  0.000
113 H -4.13550 1.14032 4.84082  0.000
114 H -2.73503 -0.77292 3.52291  0.004

Energy values, unit Eh, following the record order: -5312.82861 -6323.64071.
Energy relative to the best compared isomer or geometry (same formula, charge and spin) values, unit kJ/mol, following the record order: 89.6 305.5.